ORCA calculation (ωB97M-V/def2-TZVPD) on a molecular structure, C22H15N6O9Zn.

Its molecular weight is 572.8 g/mol. Its total charge is -1. For the HOMO energy, the calculation gives -5.1 eV. The orbital gap is 7.26 eV.

Geometry as XYZ:
```
53
Properties=species:S:1:pos:R:3:mulliken_charge:R:1
Zn -1.290 -0.655 0.060 -0.121
C 3.008 -1.934 -3.822 -0.177
C 3.674 -1.315 -2.851 -1.181
C 3.116 -1.159 -1.468 0.837
C 1.785 -1.853 -1.279 0.491
C 1.105 -2.478 -2.409 -0.628
C 1.674 -2.516 -3.616 -0.667
N 1.177 -1.899 -0.150 -0.580
N 1.639 -1.384 0.957 0.548
C 0.762 -1.183 2.090 1.251
C 1.370 -1.205 3.339 -0.815
C 0.582 -1.077 4.472 -0.434
C -0.797 -0.955 4.337 -0.772
C -1.368 -0.938 3.068 -0.081
C -0.608 -1.042 1.898 -0.554
H 3.461 -2.020 -4.803 0.352
H 4.654 -0.890 -3.027 0.402
H 3.831 -1.566 -0.747 0.238
H 0.115 -2.882 -2.232 0.507
H 1.153 -2.960 -4.454 0.395
H 2.443 -1.323 3.417 0.438
H 1.041 -1.085 5.453 0.353
H -1.421 -0.862 5.218 0.374
H -2.441 -0.797 2.988 0.375
O 1.622 6.278 1.230 -0.656
N 2.332 5.291 1.175 1.033
O 3.502 5.272 1.513 -0.658
C 1.742 4.044 0.692 -0.704
C 0.429 4.038 0.278 -0.442
C -0.121 2.864 -0.190 0.023
C 0.593 1.634 -0.230 0.942
O 0.130 0.506 -0.564 -1.094
C 1.959 1.717 0.208 -0.368
C 2.519 2.889 0.641 0.021
N 2.859 0.607 0.131 0.216
O 3.018 0.250 -1.259 -0.342
O 2.797 -0.453 0.974 -0.385
N -1.503 2.944 -0.694 1.116
O -2.200 3.863 -0.301 -0.672
O -1.851 2.119 -1.512 -0.590
H -0.168 4.937 0.310 0.609
H 3.555 2.905 0.945 0.553
O -3.301 0.412 0.454 -0.632
C -3.773 -0.485 -0.251 0.694
C -5.225 -0.771 -0.536 -0.558
C -5.155 -2.116 -1.258 -0.439
C -3.664 -2.337 -1.519 0.277
O -3.210 -3.244 -2.177 -0.678
N -2.940 -1.350 -0.882 0.121
H -5.603 0.033 -1.170 0.244
H -5.803 -0.762 0.387 0.288
H -5.702 -2.163 -2.198 0.298
H -5.500 -2.943 -0.635 0.231
```